DFT (ωB97M-V/def2-TZVPD) results for a single C18H31N5O3S molecule.

Geometry as XYZ:
```
58
Properties=species:S:1:pos:R:3
C -2.8512 -1.6957 -3.4527
C -3.8266 -0.5272 -3.3804
N -3.1594 0.7641 -3.2797
C -4.1161 1.8322 -3.5719
C -3.5042 3.2195 -3.4278
C -2.8765 3.4148 -2.0507
C -1.8820 2.2969 -1.8211
O -1.3270 2.4601 -0.5169
N -0.1392 1.7779 -0.4347
C -0.0653 0.5947 0.2078
O -1.0329 -0.0327 0.5990
C 1.3465 0.0378 0.2877
C 1.4809 -1.1320 -0.6838
N 0.8219 -0.8887 -1.9539
C 1.0682 0.1771 -2.7376
O 1.9290 1.0038 -2.4800
C 0.1953 0.2717 -3.9827
C 0.1262 1.6338 -4.5826
C -0.9724 2.4166 -4.8334
N -0.7387 3.6048 -5.3954
N 0.5155 3.8402 -5.6274
S 1.4613 2.5526 -5.1158
C 1.8380 -0.2460 1.7187
C 1.0797 -1.3931 2.3929
C 1.6684 1.0156 2.5680
C 3.3295 -0.5993 1.6841
C -2.5507 0.9344 -1.9639
H -3.3940 -2.6328 -3.5846
H -2.1798 -1.5810 -4.3052
H -2.2539 -1.7930 -2.5444
H -4.4301 -0.5358 -4.2897
H -4.5234 -0.6695 -2.5390
H -4.4854 1.7017 -4.5909
H -4.9937 1.7483 -2.9067
H -2.7705 3.3862 -4.2211
H -4.2831 3.9681 -3.5854
H -2.3830 4.3855 -1.9984
H -3.6601 3.3787 -1.2892
H -1.0822 2.3782 -2.5661
H 0.6666 2.3423 -0.6556
H 2.0146 0.8157 -0.1010
H 2.5344 -1.3530 -0.8570
H 1.0340 -2.0318 -0.2629
H 0.0660 -1.5027 -2.2060
H 0.5837 -0.4466 -4.7101
H -0.8172 -0.0507 -3.7279
H -1.9906 2.1331 -4.5970
H 1.1992 -2.3386 1.8593
H 1.4493 -1.5506 3.4086
H 0.0122 -1.1846 2.4631
H 2.1677 1.8758 2.1131
H 0.6152 1.2744 2.7025
H 2.0942 0.8748 3.5619
H 3.9129 0.1663 1.1656
H 3.7282 -0.6866 2.6955
H 3.5158 -1.5538 1.1870
H -3.2912 0.8050 -1.1578
H -1.7997 0.1584 -1.8073
```

As for the SMILES: CCN1CCC[C@@H](ONC(=O)[C@H](CNC(=O)Cc2cnns2)C(C)(C)C)C1. The calculation puts the relative energy (zero: lowest compared OMol25 entry of this formula, charge and spin) at 0.7236 eV. Its net charge is 0. Its HOMO-LUMO gap is 9.4 eV.